The molecule C20H14 in a non-equilibrium geometry, computed with wB97M-V/def2-TZVPD.

Summary:
**LUMO**: -0.0139 Eh
**F_max**: 2.88 eV/Å
**SMILES**: C1=Cc2c(cc3c4c(cccc24)-c2ccccc2-3)CC1
**Kohn-Sham gap**: 7.11 eV
**Energy**: -770.53854 Eh
**2S+1**: 1

Structure (XYZ):
```
34
C20H14, DFT wB97M-V/def2-TZVPD
C -0.654 2.543 -3.490
C 0.208 2.469 -2.444
C -0.014 1.486 -1.349
C -1.235 0.727 -1.362
C -1.499 -0.258 -0.425
C -0.481 -0.564 0.482
C 0.733 0.099 0.452
C 1.562 -0.430 1.413
C 2.823 0.131 1.557
C 3.202 1.156 0.639
C 2.318 1.660 -0.344
C 1.009 1.127 -0.440
C 0.807 -1.479 2.145
C 1.132 -2.296 3.233
C 0.161 -3.186 3.736
C -1.083 -3.291 3.154
C -1.394 -2.421 2.081
C -0.462 -1.537 1.566
C -2.324 0.995 -2.374
C -1.767 1.522 -3.713
H -0.513 3.310 -4.231
H 0.997 3.203 -2.312
H -2.445 -0.784 -0.376
H 3.502 -0.210 2.352
H 4.204 1.540 0.696
H 2.688 2.473 -0.961
H 2.113 -2.223 3.700
H 0.432 -3.863 4.558
H -1.823 -3.969 3.546
H -2.366 -2.504 1.637
H -2.929 0.105 -2.551
H -2.985 1.782 -1.970
H -1.375 0.691 -4.303
H -2.542 1.996 -4.305
```

Löwdin atomic charge list, values in e, 4 entries:
1. C -0.07
2. C -0.03
3. C -0.08
4. C -0.14



A structure of composition C20H14Cl2N6O6PtS3, computed with wB97M-V/def2-TZVPD.

Summary:
**LUMO (spin up / spin down)**: -0.0225 / -0.0811 Eh
**F_max**: 0.93 eV/Å
**⟨S²⟩**: 6.050
**Kohn-Sham gap (spin up / spin down)**: 5.36 / 6.25 eV
**Energy**: -3784.67802 Eh
**2S+1**: 5

Structure (XYZ):
```
52
C20H14Cl2N6O6PtS3, DFT wB97M-V/def2-TZVPD
Pt -0.171 0.021 -0.401
Cl -0.499 2.270 -5.039
C 0.421 2.825 -3.705
C 1.127 3.979 -3.765
C 1.872 4.399 -2.642
Cl 2.752 5.866 -2.784
C 1.931 3.669 -1.419
C 2.681 4.035 -0.306
C 2.669 3.185 0.836
C 1.920 2.057 0.833
N 1.152 1.700 -0.251
C 1.166 2.471 -1.366
C 0.410 2.013 -2.483
O -0.260 0.931 -2.445
H 1.127 4.583 -4.661
H 3.270 4.939 -0.317
H 3.259 3.428 1.708
H 1.885 1.377 1.674
N -2.197 -7.488 0.732
C -1.592 -6.296 1.094
C -0.312 -6.292 1.653
C 0.272 -5.107 2.059
C -0.427 -3.916 1.916
C -1.701 -3.902 1.357
C -2.279 -5.085 0.950
S 0.323 -2.414 2.400
O -0.694 -1.616 3.081
O 1.511 -2.702 3.139
N 0.613 -1.606 1.028
C 1.514 -2.069 0.128
N 2.335 -3.106 0.296
C 3.196 -3.323 -0.690
C 3.278 -2.545 -1.840
C 2.348 -1.532 -1.960
N 1.460 -1.327 -1.000
H -1.587 -8.271 0.572
H -2.960 -7.427 0.080
H 0.224 -7.226 1.772
H 1.265 -5.090 2.485
H -2.236 -2.969 1.240
H -3.274 -5.082 0.523
H 3.862 -4.168 -0.552
H 4.009 -2.741 -2.608
H 2.278 -0.892 -2.832
N -1.781 0.545 2.347
C -1.803 0.955 1.246
H -1.254 -0.289 2.771
O -3.597 0.250 -2.410
S -3.449 -0.347 -1.130
O -4.542 -0.381 -0.220
O -2.375 -1.284 -0.923
S -2.186 1.679 -0.171
```

Löwdin atomic charge list, values in e, 4 entries:
1. Pt 1.11
2. Cl 0.75
3. C -0.58
4. C -0.14



A structure of composition C20H14ClN4NiO4 in a non-equilibrium geometry, computed with wB97M-V/def2-TZVPD.

Summary:
**LUMO (spin up / spin down)**: -0.1249 / -0.1426 Eh
**F_max**: 1.38 eV/Å
**Net charge**: +1
**⟨S²⟩**: 2.035
**Kohn-Sham gap (spin up / spin down)**: 7.40 / 7.62 eV
**Energy**: -3258.62502 Eh
**2S+1**: 3

Structure (XYZ):
```
44
C20H14ClN4NiO4, DFT wB97M-V/def2-TZVPD
Ni 0.778 -1.100 -1.431
N 2.410 0.438 -1.330
C 1.673 1.631 -1.154
C 1.779 2.744 -1.976
C 0.867 3.770 -1.905
C -0.264 3.642 -0.931
C -1.292 2.674 -1.472
C -2.545 2.774 -1.946
C -3.349 1.583 -2.007
C -2.901 0.401 -1.540
N -1.576 0.182 -1.133
C -0.735 1.346 -1.187
H 3.078 0.537 -2.094
H 2.908 0.155 -0.481
H 2.603 2.809 -2.671
H 0.937 4.647 -2.521
H -0.664 4.598 -0.598
H -2.992 3.726 -2.175
H -4.380 1.682 -2.302
H -3.529 -0.467 -1.416
O 0.407 2.972 2.910
C 0.380 1.716 3.309
O 0.402 1.424 4.472
C 0.349 0.628 2.273
C 0.274 -0.729 2.640
Cl 0.055 -1.310 4.206
N 0.373 -1.478 1.513
N 0.512 -0.660 0.464
C 0.481 0.602 0.873
C 0.465 1.623 -0.222
O 0.207 2.932 0.230
O -0.592 0.410 -2.205
C 0.352 -2.868 1.248
C 0.393 -3.806 2.272
C 0.355 -5.158 1.976
C 0.309 -5.592 0.664
C 0.293 -4.664 -0.366
C 0.301 -3.310 -0.083
H 0.352 3.111 1.947
H 0.447 -3.483 3.295
H 0.362 -5.870 2.786
H 0.282 -6.645 0.437
H 0.261 -4.997 -1.392
H 0.169 -2.620 -0.977
```

Löwdin atomic charge list, values in e, 4 entries:
1. Ni 0.47
2. N 0.10
3. C -0.18
4. C -0.01



A structure of composition C20H14FN4O6Zn, computed with wB97M-V/def2-TZVPD.

Summary:
**LUMO**: 0.0988 Eh
**F_max**: 0.59 eV/Å
**Net charge**: -1
**Kohn-Sham gap**: 7.44 eV
**Energy**: -3320.43430 Eh
**2S+1**: 1

Structure (XYZ):
```
46
C20H14FN4O6Zn, DFT wB97M-V/def2-TZVPD
Zn 0.082 -0.216 0.554
O 1.752 -1.113 1.124
C 2.953 -0.698 0.824
C 4.041 -1.549 1.126
C 5.345 -1.216 0.840
C 5.652 0.005 0.236
C 4.612 0.860 -0.058
C 3.272 0.555 0.215
C 2.304 1.597 -0.128
N 1.055 1.498 0.090
N 0.222 2.558 -0.219
C -1.004 2.257 0.142
O -1.409 1.178 0.706
C -2.038 3.312 -0.110
C -3.327 3.126 0.376
C -4.303 4.090 0.166
C -3.999 5.246 -0.538
C -2.713 5.432 -1.033
C -1.737 4.471 -0.819
H 3.800 -2.500 1.588
H 6.138 -1.914 1.085
H 6.674 0.274 0.005
H 4.822 1.819 -0.523
H 2.682 2.519 -0.576
H -3.545 2.212 0.911
H -5.305 3.935 0.548
H -4.761 5.998 -0.707
H -2.472 6.329 -1.591
H -0.732 4.598 -1.198
F -0.226 -6.305 -1.063
C -0.429 -5.164 -0.391
C -1.428 -4.342 -0.709
N -1.683 -3.186 -0.007
C -2.523 -2.146 -0.619
C -1.722 -1.223 -1.559
O -2.348 -0.707 -2.471
O -0.494 -1.052 -1.239
C -0.858 -2.808 1.007
O -1.025 -1.758 1.629
N 0.178 -3.649 1.308
C 0.509 -4.844 0.678
O 1.469 -5.503 1.003
H -2.089 -4.556 -1.537
H -2.948 -1.539 0.179
H -3.321 -2.637 -1.170
H 0.874 -3.241 1.924
```

Löwdin atomic charge list, values in e, 4 entries:
1. Zn 0.74
2. O -0.14
3. C -0.34
4. C -0.03



A cluster of 2 separate species, C20H15BrFN2 in total in a non-equilibrium geometry, computed with wB97M-V/def2-TZVPD.

Summary:
**LUMO**: -0.2193 Eh
**F_max**: 3.19 eV/Å
**Net charge**: +1
**Kohn-Sham gap**: 6.29 eV
**Energy**: -3554.23017 Eh
**2S+1**: 1

Structure (XYZ):
```
39
C20H15BrFN2, DFT wB97M-V/def2-TZVPD
C 0.270 0.824 -0.566
N 0.218 1.154 -2.956
N 1.076 1.285 -3.646
C -0.274 2.088 -0.179
C 0.443 2.839 0.783
C -0.124 3.948 1.390
C -1.380 4.394 0.960
Br -2.188 5.834 1.867
C -2.056 3.763 -0.093
C -1.526 2.597 -0.637
H 1.349 0.819 -0.777
H 1.409 2.457 1.124
H 0.381 4.431 2.220
H -3.015 4.170 -0.413
H -2.071 2.052 -1.413
F 2.994 -4.058 -1.127
C 2.116 -3.156 -1.712
C 1.730 -3.398 -3.020
C 0.686 -2.613 -3.506
C 0.015 -1.696 -2.679
C 0.415 -1.456 -1.364
C -0.375 -0.435 -0.472
C -0.479 -0.856 1.058
C -0.828 0.082 2.037
C -0.661 -0.207 3.391
C -0.285 -1.474 3.811
C -0.016 -2.438 2.848
C -0.142 -2.142 1.491
C 1.579 -2.107 -0.944
H 2.237 -4.152 -3.627
H 0.403 -2.713 -4.561
H -0.870 -1.211 -3.090
H -1.409 -0.335 -0.872
H -1.149 1.088 1.779
H -0.773 0.558 4.145
H -0.150 -1.712 4.863
H 0.295 -3.433 3.126
H 0.071 -2.925 0.770
H 2.084 -1.866 -0.010
```

Löwdin atomic charge list, values in e, 4 entries:
1. C 0.05
2. N 0.09
3. N 0.17
4. C -0.24



A cluster of 2 separate species, C20H15ClN2 in total in a non-equilibrium geometry, computed with wB97M-V/def2-TZVPD.

Summary:
**LUMO**: -0.0860 Eh
**F_max**: 2.95 eV/Å
**Kohn-Sham gap**: 4.42 eV
**Energy**: -1340.73235 Eh
**2S+1**: 1

Structure (XYZ):
```
38
C20H15ClN2, DFT wB97M-V/def2-TZVPD
C 1.756 0.115 -0.595
C 2.715 -0.872 -0.468
N 3.551 -1.705 -0.429
C 1.537 1.062 0.426
C 0.745 2.232 0.208
C 0.486 3.107 1.246
C 1.007 2.862 2.530
C 0.689 3.756 3.608
N 0.413 4.479 4.487
C 1.825 1.743 2.752
C 2.107 0.864 1.720
H 1.326 0.291 -1.580
H 0.371 2.432 -0.800
H -0.117 4.002 1.078
H 2.250 1.580 3.747
H 2.779 0.018 1.887
Cl -4.127 2.943 -1.176
C -3.151 1.540 -1.074
C -3.079 0.828 0.136
C -2.226 -0.264 0.240
C -1.430 -0.676 -0.861
C -0.502 -1.755 -0.721
C 0.150 -2.444 -1.877
C 0.936 -3.654 -1.226
C 0.559 -3.568 0.223
C -0.263 -2.478 0.471
C -1.579 0.015 -2.097
C -2.418 1.122 -2.198
H -3.688 1.140 0.981
H -2.192 -0.838 1.168
H -0.621 -2.818 -2.570
H 0.832 -1.805 -2.456
H 0.629 -4.598 -1.697
H 2.016 -3.525 -1.383
H 0.913 -4.279 0.966
H -0.661 -2.188 1.444
H -1.030 -0.333 -2.976
H -2.507 1.667 -3.136
```

Löwdin atomic charge list, values in e, 4 entries:
1. C -0.11
2. C -0.30
3. N 0.14
4. C -0.24